C36H26AuN3O3PS | wB97M-V/def2-TZVPD

Computed properties:
* ⟨S²⟩: 2.06
* orbital gap (spin up / spin down): 7.1 / 6.0 eV
* F_max: 0.10 eV/Å
* total charge: +1
* HOMO energy (spin up / spin down): -10.3735 / -11.2532 eV
* spin multiplicity: 3
* relative energy (zero: lowest compared OMol25 entry of this formula, charge and spin): 0.0 kJ/mol

Each line ends with the Mulliken charge.
Geometry (Å):
Au 0.07321 -0.45628 0.32355  0.62
C -4.27799 1.29150 0.94554  -0.81
C -3.23362 0.41489 0.62205  -0.43
N -2.00618 0.82534 0.37857  -0.35
C -1.72365 2.13883 0.44155  -0.15
C -2.71476 3.09712 0.71146  1.35
C -4.01654 2.63402 0.98627  -0.78
C -2.39641 4.47955 0.63966  -0.85
C -1.14208 4.88475 0.24312  -1.07
C -0.13991 3.95487 -0.01222  -0.72
C -0.35831 2.57304 0.17422  0.80
N 0.58323 1.63559 0.10193  0.32
C 1.94081 1.83846 -0.13415  -0.10
C 2.69658 2.85071 0.41747  0.01
C 4.07900 2.93576 0.17060  -1.37
C 4.70480 2.00968 -0.61512  -0.85
C 3.97554 0.92113 -1.15131  1.49
C 4.57829 -0.11459 -1.90336  -0.76
C 3.82703 -1.17695 -2.31207  -0.67
C 2.46168 -1.21574 -1.96662  -0.33
N 1.86637 -0.24947 -1.31078  -0.38
C 2.59744 0.81826 -0.89734  0.05
H -5.26692 0.90021 1.13721  0.44
H -3.40364 -0.65372 0.55272  0.51
H -4.79825 3.34947 1.21002  0.46
H -3.17106 5.20682 0.84685  0.47
H -0.92851 5.93734 0.11750  0.45
H 0.81999 4.29733 -0.36803  0.81
H 2.23724 3.56538 1.08679  0.71
H 4.64347 3.74212 0.61830  0.42
H 5.76664 2.08072 -0.81434  0.45
H 5.63564 -0.05752 -2.13121  0.47
H 4.25741 -1.99465 -2.87190  0.43
H 1.85322 -2.07516 -2.22077  0.47
O -0.01868 -4.80407 0.37258  -0.77
S 0.34113 -3.49309 0.81238  1.47
O 1.71564 -3.06559 0.66356  -0.56
O -0.59586 -2.46452 0.20669  -0.69
C 0.00547 -3.42123 2.57107  -0.14
C -0.40367 -4.59724 3.18117  -0.56
C -0.61793 -4.63437 4.55129  -0.68
C -0.42336 -3.49772 5.31900  -0.75
C -0.02103 -2.31790 4.71285  -0.41
C 0.19607 -2.26355 3.33756  0.41
P 0.74487 -0.70267 2.60370  2.08
C -0.15262 0.64141 3.42214  0.81
C -1.49063 0.47483 3.78218  -1.10
C -2.24052 1.56216 4.20341  -0.78
C -1.66906 2.82690 4.25833  -0.76
C -0.34197 3.00114 3.89251  -0.72
C 0.41347 1.91550 3.47288  -1.03
C 2.49669 -0.46627 2.96895  0.45
C 3.43618 -0.78050 1.98962  -0.05
C 4.78793 -0.61625 2.25426  -0.85
C 5.20362 -0.14429 3.49021  -0.73
C 4.26923 0.15740 4.47327  -0.75
C 2.91780 -0.00481 4.21695  -0.20
H -0.54365 -5.47630 2.56811  0.60
H -0.93232 -5.55872 5.01714  0.42
H -0.58163 -3.52448 6.38876  0.43
H 0.12115 -1.43043 5.31792  0.40
H -1.94837 -0.50601 3.73156  0.50
H -3.27337 1.41947 4.49415  0.48
H -2.25493 3.67272 4.59419  0.45
H 0.11132 3.98314 3.94193  0.49
H 1.44870 2.05990 3.18649  0.41
H 3.10654 -1.18654 1.04199  0.28
H 5.51629 -0.87085 1.49511  0.50
H 6.25888 -0.02011 3.69524  0.42
H 4.59400 0.51515 5.44126  0.46
H 2.19364 0.23537 4.98605  0.38